1.
{"formula": "C4H7NO", "method": "wB97M-V/def2-TZVPD", "relative_energy_kj_mol": 154.8, "charge": 0, "homo_lumo_gap_ev": 11.468, "lumo_ev": 0.9, "e_homo_ev": -10.61, "energy_ev": -7798.040, "smiles": "CCOCC#N", "elements": ["H", "N", "C", "H", "C", "H", "H", "H", "H", "O", "C", "C", "H"], "coordinates": [[1.527, 1.221, 1.246], [-1.816, 1.107, -1.591], [-1.676, 0.295, -0.779], [2.280, 1.127, -0.362], [0.911, -0.490, 0.105], [1.685, -1.158, 0.496], [0.713, -0.785, -0.934], [-1.589, -1.734, -0.296], [0.581, 1.623, -0.201], [-0.250, -0.694, 0.911], [-1.465, -0.774, 0.227], [1.353, 0.960, 0.198], [-2.254, -0.698, 0.980]]}

2.
{"formula": "C4H7NO", "method": "wB97M-V/def2-TZVPD", "relative_energy_kj_mol": 360.1, "charge": 0, "homo_lumo_gap_ev": 10.149, "lumo_ev": 0.8, "e_homo_ev": -9.37, "energy_ev": -7795.912, "smiles": "CN1C[C@H]1C=O", "elements": ["H", "C", "H", "H", "N", "H", "C", "H", "O", "H", "H", "C", "C"], "coordinates": [[1.782, 0.280, 1.028], [-0.591, -0.443, 0.313], [-0.064, 1.701, 0.846], [-1.273, 1.404, -0.505], [0.410, 0.222, -0.690], [2.431, -0.502, -0.436], [1.766, 0.291, -0.081], [-2.788, -0.815, 0.285], [-1.769, -2.123, -0.875], [2.178, 1.252, -0.402], [0.211, -1.108, 0.537], [-0.475, 1.007, 0.125], [-1.816, -1.165, -0.145]]}